43
Properties=species:S:1:pos:R:3:forces:R:3 method="wB97M-V/def2-TZVPD" gap_ha="0.2094 / 0.2094" lumo_ev="-4.87 / -4.87" energy_ha=-1118.3418 total_charge=+1 de_lowest_ev=0.6728 homo_ev="-10.57 / -10.57"
Be 0.513637 -0.417550 0.056645 -1.3 -0.7 0.2
O -3.573083 -3.066994 1.240336 -0.4 -0.3 -0.7
C -4.096434 -1.934903 0.798447 -0.1 1.9 0.4
C -5.501833 -1.732597 0.821427 2.5 -1.7 0.3
C -5.981330 -0.486381 0.680302 -1.9 1.2 -0.8
C -5.167197 0.587627 0.333534 1.3 1.2 0.1
C -3.782595 0.403218 0.186756 -1.7 3.0 -1.2
C -3.235583 -0.807767 0.445231 -0.2 -2.9 0.7
C -1.810760 -0.952218 0.477537 1.2 0.6 -1.6
O -1.054133 -0.024580 -0.082901 0.1 -0.4 0.5
N -1.251773 -2.029210 1.033964 0.1 -0.8 0.4
N 0.075823 -1.818137 1.052013 2.8 2.0 2.5
C 0.920139 -1.895338 2.107362 -2.0 -0.6 -3.5
C 1.846505 -0.780810 2.189457 0.2 2.4 0.0
C 2.664991 -0.389847 3.300997 -0.9 -2.7 -0.2
C 3.080540 0.895385 3.370424 0.2 2.3 -0.2
C 2.709461 1.875442 2.397162 1.4 -0.3 1.0
C 2.010090 1.441019 1.300976 -0.4 -0.3 -0.1
N 1.555557 0.177519 1.221785 1.0 -0.3 1.0
H -2.605441 -2.966539 1.102019 0.2 -0.6 0.6
H -6.109888 -2.584236 1.049702 -0.3 -0.2 0.1
H -7.084704 -0.412952 0.733253 0.8 0.5 0.1
H -5.482261 1.640581 0.267088 -0.4 -0.9 -0.2
H -3.190182 1.282815 -0.236417 -0.6 -1.5 1.0
H 0.861271 -2.663487 2.819498 -0.3 -0.7 1.3
H 2.928406 -1.070577 4.172907 -0.5 0.6 -1.6
H 3.665965 1.166375 4.254124 -0.2 0.2 -0.5
H 3.059580 2.921423 2.494209 -0.4 -0.8 -0.1
H 1.711515 2.100195 0.480440 0.2 -0.2 0.3
N 1.303969 -0.821443 -1.435390 -0.3 0.0 -1.1
C 1.880960 0.310723 -2.224627 -0.7 0.1 -0.3
C 1.061326 1.098134 -3.077837 0.8 -0.5 0.8
C 1.705903 1.959131 -3.951248 1.5 0.8 0.3
C 3.122312 2.199312 -3.862862 -1.5 -1.3 -0.4
C 3.870571 1.380494 -3.027163 1.7 0.6 -1.1
C 3.248826 0.471304 -2.185630 -0.8 0.3 -0.4
H 2.054934 -1.542673 -1.350253 -0.9 0.7 0.0
H 0.543900 -1.239296 -2.029591 1.0 0.3 0.7
H -0.021751 1.097000 -2.960262 0.2 -0.4 -0.5
H 1.168917 2.448766 -4.748452 -0.3 0.3 0.2
H 3.611070 2.906474 -4.533621 -0.2 -0.3 0.1
H 4.996849 1.358273 -3.220905 -1.6 0.2 1.0
H 3.775929 -0.083678 -1.460438 0.9 -0.8 0.4

---

51
Properties=species:S:1:pos:R:3:forces:R:3 method="wB97M-V/def2-TZVPD" gap_ha=0.2369 lumo_ev=1.13 energy_ha=-5445.4564 total_charge=-1 de_lowest_ev=0.7856 homo_ev=-5.32
Pd -0.150969 -1.519606 -1.247353 -0.3 0.1 0.1
Br -0.976952 5.784497 3.014314 0.0 0.0 0.0
C 0.394195 4.512990 3.316333 0.0 0.0 0.0
C 1.696684 4.942489 3.502428 0.0 0.0 0.0
C 2.690921 4.002052 3.713688 0.1 0.0 -0.1
C 2.410038 2.637670 3.699375 0.2 0.1 -0.6
C 1.083567 2.229198 3.539355 0.0 -0.1 0.2
C 0.079998 3.162878 3.351772 0.0 0.0 0.1
N 3.532188 1.797191 3.968769 -0.7 -0.2 1.1
N 3.554825 0.562889 3.762537 0.8 0.3 -0.9
C 2.827231 -0.114004 2.772988 -0.4 -0.2 0.2
C 2.616573 -1.458096 3.057211 -0.1 0.1 0.1
C 1.841078 -2.304839 2.275496 0.0 0.0 0.0
C 1.244912 -1.814551 1.116073 0.0 0.1 0.0
O 0.501068 -2.527210 0.337369 0.0 0.1 0.0
C 1.522142 -0.444966 0.758693 -0.1 -0.2 0.0
N 0.957108 -0.046900 -0.419217 0.2 0.0 -0.1
C 1.230399 1.138276 -0.913729 0.0 0.0 0.1
C 2.128835 1.999073 -0.260279 0.0 0.0 0.0
C 2.676290 1.638070 0.937476 0.0 -0.1 0.0
C 2.343099 0.392419 1.524510 0.1 0.2 0.0
H 1.929804 5.998232 3.492568 0.0 0.0 0.0
H 3.715272 4.310022 3.880762 0.0 0.0 0.0
H 0.825669 1.180264 3.578011 0.0 0.0 0.0
H -0.944060 2.840509 3.222734 0.0 0.0 0.0
H 3.058770 -1.824249 3.976249 0.0 0.0 0.0
H 1.687577 -3.342294 2.538324 0.0 0.0 0.0
H 0.756446 1.405200 -1.848105 0.0 0.0 0.0
H 2.382632 2.939772 -0.728143 0.0 0.0 0.0
H 3.385375 2.292884 1.422594 0.0 0.0 0.0
O -0.714137 -0.568800 -5.158695 -0.1 0.1 0.0
Cl 0.032901 -0.210782 -4.007713 0.1 -0.1 0.3
O 1.120465 -1.112645 -3.762518 0.0 0.1 -0.1
O 0.503581 1.146247 -4.093453 -0.1 0.0 0.0
O -0.875030 -0.269049 -2.786001 0.4 -0.2 -0.2
C -4.462480 -1.320748 -5.453776 0.0 0.1 0.0
S -3.622072 -2.141302 -4.088532 -0.1 -0.1 -0.1
C -4.041814 -0.981825 -2.779849 0.0 0.0 0.0
H -4.046924 -0.325558 -5.622896 0.0 0.0 0.0
H -5.539016 -1.243953 -5.288576 0.0 0.0 0.0
H -4.289638 -1.922450 -6.345260 0.0 0.0 0.0
H -5.082898 -1.078013 -2.466822 0.0 0.0 0.0
H -3.844222 0.041859 -3.100625 0.0 0.0 0.0
H -3.387475 -1.203845 -1.938074 0.0 0.0 0.0
Cl -0.706849 -5.412154 0.501405 0.0 0.0 0.0
C -1.901519 -4.168746 -0.004651 0.0 0.0 0.1
C -1.874608 -3.983196 -1.524749 0.0 0.0 -0.1
O -2.522257 -4.766995 -2.193501 0.1 0.0 0.0
O -1.194187 -3.006405 -2.041139 0.0 0.0 0.1
H -1.681217 -3.264796 0.552715 0.1 0.0 0.0
H -2.871320 -4.576705 0.259907 0.0 0.1 0.0

---

50
Properties=species:S:1:pos:R:3:forces:R:3 method="wB97M-V/def2-TZVPD" gap_ha=0.2544 lumo_ev=-0.39 energy_ha=-5832.1666 total_charge=0 de_lowest_ev=0.5630 homo_ev=-7.31
Zr -0.559134 0.195674 1.215856 -0.1 0.2 -0.5
O -2.380367 -0.391929 -0.257167 2.0 -0.8 -0.8
C -2.405703 -1.685129 -0.856965 1.1 -0.3 0.4
C -0.979755 -1.995668 -1.212064 -3.0 -0.2 0.0
C -0.734356 -2.878141 -2.223181 -0.1 -0.5 -1.4
C 0.558883 -3.267055 -2.396389 0.5 -1.1 -0.8
C 1.572100 -2.811829 -1.566844 -0.4 1.0 0.6
C 1.226184 -1.911430 -0.594589 -3.3 -0.2 -1.0
N -0.109832 -1.518313 -0.405297 3.9 0.4 0.7
H -3.227306 -0.129747 -0.002208 -2.2 0.8 0.9
H -3.005429 -1.706518 -1.729614 -0.8 0.2 -0.8
H -2.693825 -2.525564 -0.194197 -0.2 0.8 0.2
H -1.529648 -3.177365 -2.928692 0.5 0.1 0.7
H 0.794696 -3.972634 -3.181661 0.1 0.0 -0.1
H 2.603583 -3.038019 -1.691638 0.5 -0.4 -0.2
H 1.827131 -1.444168 0.093195 1.8 0.7 1.1
N 0.550483 1.858087 2.597765 1.9 -0.6 0.0
C -0.212174 3.004122 3.092823 -0.1 0.9 0.4
C -1.282707 2.425107 3.969475 -2.2 1.2 1.2
C -2.469914 1.871430 3.140423 -0.4 -0.3 -0.1
O -3.635223 2.146619 3.323562 0.9 0.2 0.4
O -2.119169 1.074660 2.140552 0.5 0.2 -0.1
H 0.840621 1.182823 3.386945 -0.4 1.6 -1.3
H 1.425886 2.227065 2.159130 -0.8 -0.9 0.3
H -0.653979 3.619112 2.265539 0.5 -0.8 0.4
H 0.392888 3.723166 3.705110 -0.1 -0.8 -0.5
H -1.778574 3.260544 4.586103 0.9 -1.4 -0.6
H -0.831731 1.653747 4.641303 -0.6 0.5 -0.4
S 0.850172 -6.917304 2.861581 0.2 -0.7 -0.1
C 0.569976 -5.337526 2.626218 -0.2 0.1 0.2
S 1.800754 -4.138408 2.806025 -0.7 1.0 -0.3
C 0.705549 -2.729179 2.566317 2.2 0.6 -0.1
C -0.570952 -3.009886 2.393466 -1.3 -0.3 -0.2
S -1.818210 -1.801641 2.298625 0.1 0.0 0.1
S -1.010376 -4.708161 2.268828 0.3 0.3 0.3
S 1.362955 -1.056772 2.429114 -0.4 -0.8 0.6
Br 4.366242 2.012848 -4.388835 0.0 0.1 -0.1
C 2.590765 2.367508 -3.818438 0.6 0.1 -1.2
C 1.690088 2.982779 -4.684942 -0.1 -0.7 2.0
C 0.400900 3.244380 -4.265534 1.3 0.2 0.0
C 0.059915 3.007100 -2.960154 -1.1 -1.4 0.3
C 0.913665 2.249481 -2.155304 0.8 0.6 0.0
C 2.217262 1.939781 -2.598389 -1.3 -0.3 2.5
C 0.538614 1.734012 -0.811735 -2.6 0.1 -0.1
O -0.657852 1.928405 -0.379947 0.5 -0.2 0.1
O 1.260671 0.967573 -0.148297 1.1 -0.6 0.6
H 2.047008 3.224129 -5.611963 0.5 0.6 -2.4
H -0.311525 3.656471 -4.931304 -0.5 0.5 -0.6
H -0.989984 3.183557 -2.745805 0.3 0.0 0.8
H 2.800731 1.412204 -1.826803 0.2 0.2 -1.0

---

50
Properties=species:S:1:pos:R:3:forces:R:3 method="wB97M-V/def2-TZVPD" smiles="CCOC(=O)/C=C(/NC(=O)Nc1ccc(Cl)cc1Cl)NN(C)c1ncc(C(F)(F)F)cc1Cl" gap_ha=0.3035 lumo_ev=0.22 energy_ha=-2913.9635 total_charge=0 homo_ev=-8.04
C 5.689934 6.942617 0.113230 -0.2 -0.4 0.0
C 5.455770 5.530209 0.614405 0.5 0.1 0.3
O 4.309438 5.001604 -0.048997 -0.2 0.1 -0.2
C 3.987410 3.733732 0.243802 -0.1 -0.3 0.1
O 4.638707 3.062717 1.043558 0.2 0.2 0.0
C 2.832974 3.276256 -0.469907 -0.1 0.1 -0.1
C 2.321647 2.016068 -0.299682 0.2 -0.2 -0.2
N 1.145270 1.657623 -0.948020 0.1 0.2 0.0
C 0.816270 0.390375 -1.420510 0.0 0.2 -0.2
O 1.638412 -0.463409 -1.642718 0.1 -0.2 0.0
N -0.535138 0.264922 -1.593984 -0.3 0.4 -0.1
C -1.260680 -0.905885 -1.794334 -0.1 -0.2 -0.1
C -0.675082 -2.145377 -2.033382 0.1 0.0 0.0
C -1.454598 -3.276218 -2.184605 -0.2 0.1 0.0
C -2.834992 -3.182173 -2.104300 0.2 0.4 0.0
Cl -3.809276 -4.587215 -2.288217 -0.2 -0.3 0.0
C -3.445743 -1.958645 -1.871198 0.1 -0.2 -0.1
C -2.656331 -0.836444 -1.717169 0.2 -0.2 -0.1
Cl -3.418997 0.687740 -1.399018 -0.1 0.1 0.0
N 2.892972 1.181083 0.593474 0.4 0.3 -0.1
N 2.551158 -0.106517 0.926911 0.4 0.1 0.0
C 3.544477 -1.102758 0.579213 0.2 -0.2 -0.2
C 1.290174 -0.488177 1.226167 -0.8 0.0 0.5
N 1.050751 -1.801790 1.118179 0.5 0.3 -0.2
C -0.154677 -2.283670 1.298437 -0.7 0.2 0.2
C -1.248316 -1.481812 1.596779 0.1 0.1 0.0
C -2.619359 -2.051672 1.758173 -0.2 -0.2 0.1
F -2.931935 -2.297318 3.046473 0.1 0.0 0.2
F -3.578419 -1.226926 1.301576 0.0 0.3 -0.1
F -2.776751 -3.213928 1.107624 0.2 -0.2 -0.1
C -1.017402 -0.121938 1.820825 0.2 -0.5 -0.2
C 0.252878 0.381130 1.661091 0.1 -0.1 0.1
Cl 0.534918 2.040122 2.087631 -0.2 0.0 0.3
H 4.822755 7.562518 0.323959 0.0 0.1 0.0
H 6.559344 7.366060 0.607553 0.1 0.1 0.0
H 5.858325 6.935143 -0.960210 0.0 0.1 -0.1
H 5.278244 5.515652 1.696242 0.1 0.0 -0.2
H 6.316541 4.884396 0.405236 -0.1 0.1 0.1
H 2.373417 3.963653 -1.156923 -0.1 0.0 -0.2
H 0.551290 2.432149 -1.203367 0.1 -0.1 0.1
H -1.126066 1.060298 -1.375321 0.3 -0.2 0.1
H 0.398433 -2.212107 -2.086638 0.0 0.0 0.0
H -0.989272 -4.231771 -2.363162 0.0 -0.1 0.0
H -4.518898 -1.885468 -1.798451 -0.1 0.0 0.0
H 3.736622 1.597697 1.027240 -0.4 -0.3 0.0
H 4.527581 -0.692139 0.803692 0.0 0.0 0.0
H 3.362083 -1.995049 1.169847 0.1 0.1 0.0
H 3.477826 -1.352352 -0.480487 0.0 0.0 0.0
H -0.255897 -3.353327 1.183222 -0.1 -0.1 0.0
H -1.822848 0.525643 2.131693 0.0 0.1 0.0

---

50
Properties=species:S:1:pos:R:3:forces:R:3 method="wB97M-V/def2-TZVPD" gap_ha="0.2917 / 0.2255" lumo_ev="-6.33 / -8.32" energy_ha=-7124.0477 spin_multiplicity=6 total_charge=+2 homo_ev="-14.27 / -14.46"
Fe -17.799492 -4.661428 -1.417482 0.1 0.3 -0.2
Cl -21.011605 -10.484553 -4.673291 -0.2 -0.7 -0.7
C -20.264965 -9.398869 -3.689077 0.0 1.7 0.1
C -19.611414 -8.216024 -4.256345 -0.8 -2.5 -0.6
Cl -19.371328 -8.215554 -5.921259 0.0 0.3 -0.5
C -19.156438 -7.259609 -3.457502 0.5 1.2 -0.1
Cl -18.403858 -5.868832 -4.120210 0.1 0.3 0.1
C -19.156641 -7.375766 -2.045428 -1.4 -2.6 0.0
O -18.513992 -6.617131 -1.344614 0.8 1.7 1.8
C -19.921421 -8.537819 -1.472811 1.2 1.5 0.7
Cl -19.997537 -8.637209 0.256891 0.0 0.1 -1.1
C -20.476645 -9.455445 -2.301190 -0.7 -0.8 0.5
Cl -21.513479 -10.666499 -1.657571 0.3 0.1 -0.1
Se -16.842807 -6.185158 1.464379 0.0 0.5 -0.1
N -16.992939 -4.681080 0.487061 0.2 -0.5 -1.0
C -16.115314 -3.796658 0.925624 -0.2 1.1 0.5
C -15.905983 -2.471761 0.438807 -2.1 -0.6 -1.7
C -15.087279 -1.648682 1.105755 -0.1 -1.1 0.1
C -14.457259 -2.044320 2.307376 -0.4 -1.9 0.7
C -14.616748 -3.256926 2.901235 -1.1 -0.3 -2.4
C -15.426348 -4.163713 2.113771 -0.1 -1.4 1.2
N -15.699148 -5.404559 2.495159 0.8 -0.1 1.1
H -16.576352 -2.155922 -0.413630 1.2 -0.1 0.9
H -14.949716 -0.709423 0.692796 0.4 1.9 -0.3
H -13.862435 -1.436230 2.864992 1.5 2.4 1.0
H -14.219661 -3.578488 3.842132 0.3 0.0 0.2
C -21.281391 -1.337459 1.660473 -0.6 -1.2 0.3
C -20.472200 -1.885408 0.538285 -0.2 0.4 -0.5
C -20.232856 -1.216404 -0.683118 0.6 -1.9 1.9
C -19.393536 -2.101170 -1.374278 -1.8 1.3 0.2
N -19.252450 -3.240817 -0.758806 0.5 -1.4 1.1
N -19.906416 -3.120340 0.461911 0.6 1.2 -1.8
C -18.837147 -1.818485 -2.672337 1.7 2.3 -0.5
H -20.966028 -1.503477 2.684862 0.1 -1.2 0.0
H -22.344519 -1.582893 1.518155 0.3 -0.1 0.3
H -21.199388 -0.302118 1.687925 0.0 2.1 -0.7
H -20.632215 -0.276655 -0.990293 0.1 0.4 0.0
H -19.886148 -3.926745 1.049414 -0.3 0.0 0.6
H -18.821822 -2.682687 -3.273696 0.5 -1.1 -0.9
H -17.783103 -1.314958 -2.531597 -1.9 -1.0 -0.7
H -19.525782 -1.119604 -3.179008 0.7 -0.1 0.1
C -15.485759 -3.737300 -4.647751 1.9 0.2 -2.4
C -15.167627 -4.046627 -3.273364 0.3 -0.9 1.2
N -13.948870 -3.964352 -2.773069 1.7 0.6 -0.7
O -16.080442 -4.408218 -2.503165 -1.1 0.0 1.0
H -16.041210 -2.797400 -4.547777 -0.2 -0.2 -0.7
H -16.025002 -4.569724 -5.145962 0.0 0.8 0.5
H -14.522012 -3.587616 -5.263719 -1.6 0.1 0.9
H -13.068580 -3.733851 -3.282572 -1.5 -0.2 0.3
H -13.858615 -4.043407 -1.777338 0.0 -0.2 0.3

---

62
Properties=species:S:1:pos:R:3:forces:R:3 method="wB97M-V/def2-TZVPD" gap_ha=0.2766 lumo_ev=-1.22 energy_ha=-4562.9378 total_charge=0 homo_ev=-8.75
O 0.998635 -3.650672 0.520364 -0.9 1.2 1.1
P -0.466770 -3.256614 1.213241 -0.6 -0.9 -0.8
Cl -0.280298 -4.011222 3.152302 0.3 0.5 -0.5
C -0.461537 -1.381776 1.267381 0.9 1.4 0.3
C -0.311821 -0.606012 0.100167 -0.4 -1.1 0.9
S -0.124316 -1.497186 -1.468027 -0.3 0.6 -0.1
C -0.301195 0.876779 0.090158 0.0 -0.4 0.2
C -0.097063 1.615486 -1.244984 0.0 -0.1 0.5
C 0.754208 2.915149 -1.144267 0.0 -0.1 -0.7
C 2.237127 2.755874 -1.567827 -0.1 1.0 1.0
I 2.521116 2.026086 -3.573356 0.0 0.0 0.5
C -0.480313 1.563310 1.265578 0.0 0.1 0.0
C -0.660197 0.864826 2.513605 0.0 -1.4 -0.6
N -0.864473 1.366703 3.723281 0.0 0.1 0.2
S -1.019262 0.122264 4.776551 0.3 0.1 -1.7
N -0.835763 -1.098863 3.724055 -0.1 -0.1 0.3
C -0.642279 -0.614074 2.502852 -0.2 0.8 0.1
H 1.502491 -2.818758 0.533338 0.4 -0.5 -0.2
H -1.034721 -2.499514 -1.326503 0.2 0.4 0.4
H 0.374084 0.903575 -1.944584 -0.2 0.5 0.2
H -1.084522 1.865121 -1.687657 0.5 -0.3 0.3
H 0.299402 3.673664 -1.810491 0.2 -0.3 0.3
H 0.750088 3.352861 -0.125845 0.0 -0.3 -0.5
H 2.815897 2.182061 -0.817941 -0.3 -0.2 -0.8
H 2.683251 3.770092 -1.552170 -0.2 -0.6 -0.2
H -0.502655 2.662580 1.282839 0.0 -0.6 0.0
C 6.141711 -2.637847 -1.147326 0.1 0.5 0.6
C 6.944095 -3.567047 -2.080312 -0.5 -0.5 0.6
C 6.893232 -3.262297 -3.580691 0.4 0.0 -0.6
F 5.644928 -3.293163 -4.080664 -0.1 0.0 0.2
F 7.607370 -4.192191 -4.260525 0.1 0.0 0.3
F 6.586666 -4.846360 -1.835968 0.0 0.0 -0.2
F 8.251747 -3.462329 -1.702737 0.0 0.3 -0.2
O 4.838779 -3.053567 -0.729653 -0.1 -0.4 -0.8
C 3.748926 -2.837618 -1.563044 1.1 0.7 0.4
C 3.144079 -4.136206 -2.111672 -0.5 -0.6 0.0
F 4.062031 -4.889797 -2.744481 0.1 0.2 0.1
F 2.170748 -3.849417 -3.008373 0.0 0.3 0.1
F 4.082517 -1.962575 -2.527893 -0.4 -0.2 -0.2
F 2.807846 -2.220090 -0.806330 0.1 0.0 -0.1
H 6.708086 -2.604627 -0.216186 0.0 -0.2 0.0
H 6.134258 -1.608384 -1.508397 -0.1 -0.1 -0.3
H 7.329896 -2.282390 -3.793952 0.0 0.0 0.2
H 2.712940 -4.729693 -1.302405 0.0 0.2 0.1
C -5.387111 3.011933 0.292415 0.4 0.3 -0.5
C -6.697140 2.231878 0.523437 0.7 -0.5 0.1
C -7.733630 2.867952 1.454956 -0.7 0.1 0.1
F -7.260694 3.088685 2.694368 0.2 0.0 0.0
F -8.798549 2.039937 1.587020 0.1 -0.1 -0.2
F -6.394236 0.978073 0.923995 -0.1 0.1 0.1
F -7.293872 2.103552 -0.697911 -0.1 0.4 0.1
O -4.240062 2.661210 1.069726 -0.6 -0.2 0.7
C -4.092782 3.179370 2.352867 -0.1 0.6 -1.2
C -4.210958 2.107808 3.443734 0.1 -0.6 0.5
F -5.365202 1.418797 3.354507 0.0 0.1 -0.2
F -4.187039 2.676434 4.672042 0.1 0.3 -0.2
F -4.946692 4.205318 2.532655 0.0 -0.1 0.4
F -2.851599 3.709160 2.409157 0.0 -0.2 0.2
H -5.085363 2.772442 -0.727780 -0.1 -0.2 0.1
H -5.551894 4.090431 0.290795 -0.2 -0.1 0.3
H -8.094738 3.815922 1.045892 0.1 0.0 -0.1
H -3.387406 1.394955 3.376672 0.1 0.2 -0.2